[1]
{
  "formula": "C26H73BF4N11O14",
  "method": "ωB97M-V with the def2-TZVPD basis set",
  "e_above_lowest_kj_mol": 4252.3,
  "charge": -1,
  "homo_ev": -4.60,
  "orbital_gap_ev": 6.811,
  "lumo_ev": 2.21,
  "species": ["B", "F", "F", "F", "F", "C", "O", "N", "N", "H", "H", "H", "H", "C", "O", "N", "N", "H", "H", "H", "H", "C", "O", "N", "N", "H", "H", "H", "H", "C", "O", "N", "N", "H", "H", "H", "H", "C", "O", "C", "C", "N", "C", "C", "O", "C", "H", "H", "H", "H", "H", "H", "H", "H", "H", "H", "H", "H", "H", "H", "H", "C", "O", "C", "C", "N", "C", "C", "O", "C", "H", "H", "H", "H", "H", "H", "H", "H", "H", "H", "H", "H", "H", "H", "H", "C", "O", "C", "C", "N", "C", "C", "O", "C", "H", "H", "H", "H", "H", "H", "H", "H", "H", "H", "H", "H", "H", "H", "H", "C", "C", "O", "O", "H", "H", "H", "H", "H", "H", "C", "C", "O", "O", "H", "H", "H", "H", "H", "H"],
  "coordinates": [[-0.639, -0.267, -1.138], [0.611, -0.454, -1.642], [-0.990, 1.046, -1.252], [-1.535, -1.153, -1.765], [-0.645, -0.529, 0.206], [-1.174, 2.331, -3.504], [-1.051, 3.008, -4.506], [-2.271, 2.148, -2.864], [-0.166, 1.670, -3.030], [-2.202, 1.502, -2.091], [-3.135, 2.600, -3.129], [0.680, 1.863, -3.546], [-0.310, 0.921, -2.368], [-3.991, 0.363, -1.328], [-5.071, 0.930, -1.084], [-3.563, -0.227, -2.417], [-3.004, 0.158, -0.485], [-4.250, -0.320, -3.151], [-2.589, -0.473, -2.515], [-2.247, -0.444, -0.776], [-2.967, 0.617, 0.414], [-1.320, -1.527, -4.828], [-0.451, -2.367, -4.646], [-1.749, -0.659, -3.973], [-1.917, -1.330, -5.962], [-1.271, -0.547, -3.091], [-2.643, -0.234, -4.174], [-1.726, -1.959, -6.729], [-2.408, -0.479, -6.199], [-2.400, -3.184, 1.074], [-3.254, -3.700, 1.726], [-2.126, -1.891, 1.057], [-1.605, -3.726, 0.267], [-2.435, -1.364, 1.861], [-1.507, -1.484, 0.370], [-0.889, -3.159, -0.163], [-1.526, -4.730, 0.186], [3.366, -5.000, 6.565], [2.313, -4.195, 6.023], [1.508, -4.874, 5.052], [0.234, -4.097, 4.841], [0.314, -3.299, 3.633], [-0.763, -2.321, 3.582], [-0.487, -1.281, 2.416], [0.706, -0.509, 2.505], [1.061, 0.182, 1.318], [3.652, -4.657, 7.559], [4.218, -5.001, 5.885], [2.932, -5.999, 6.603], [1.214, -5.901, 5.270], [2.165, -4.928, 4.184], [0.014, -3.579, 5.775], [-0.581, -4.813, 4.743], [1.162, -2.753, 3.586], [-0.920, -1.795, 4.523], [-1.683, -2.858, 3.352], [-1.367, -0.659, 2.250], [-0.622, -1.781, 1.457], [1.523, -0.438, 0.550], [1.638, 1.060, 1.609], [0.238, 0.745, 0.877], [-3.236, -1.646, 4.224], [-3.276, -1.525, 2.763], [-4.344, -0.738, 2.312], [-4.062, 0.819, 2.441], [-3.202, 1.347, 1.391], [-1.836, 0.806, 1.377], [-1.102, 1.442, 2.604], [-1.541, 2.751, 2.792], [-0.870, 3.515, 3.757], [-4.178, -2.031, 4.615], [-3.032, -0.644, 4.600], [-2.392, -2.302, 4.441], [-5.229, -0.996, 2.893], [-4.641, -0.896, 1.275], [-3.526, 0.995, 3.373], [-4.993, 1.384, 2.406], [-2.945, 2.242, 1.783], [-1.366, 1.243, 0.497], [-1.749, -0.269, 1.214], [-0.047, 1.372, 2.341], [-1.220, 0.836, 3.503], [-1.166, 4.561, 3.680], [0.196, 3.504, 3.528], [-0.957, 3.151, 4.780], [1.366, 0.019, -4.453], [1.440, 1.445, -4.351], [2.178, 2.201, -5.367], [2.412, 3.605, -4.788], [3.371, 3.599, -3.701], [3.589, 4.882, -3.074], [4.782, 4.962, -2.050], [4.364, 4.556, -0.767], [5.392, 4.428, 0.238], [0.906, -0.399, -5.347], [1.055, -0.423, -3.506], [2.368, -0.410, -4.429], [1.662, 2.304, -6.322], [3.153, 1.754, -5.563], [1.480, 4.013, -4.396], [2.735, 4.191, -5.648], [2.853, 3.113, -2.983], [2.671, 5.219, -2.593], [3.797, 5.698, -3.766], [5.138, 5.986, -1.934], [5.565, 4.349, -2.498], [6.197, 3.710, 0.082], [4.881, 4.291, 1.191], [5.918, 5.378, 0.345], [1.431, -3.872, -0.265], [0.862, -2.510, -0.351], [-0.432, -2.529, -0.925], [1.983, -4.299, -1.390], [0.652, -4.595, -0.026], [2.159, -4.085, 0.518], [1.534, -1.764, -0.775], [0.853, -2.190, 0.691], [-0.703, -1.623, -1.093], [2.073, -5.253, -1.333], [1.401, 1.457, -0.880], [2.586, 2.425, -0.526], [2.513, 3.745, -1.041], [0.322, 1.651, 0.039], [1.869, 0.472, -0.857], [1.131, 1.561, -1.931], [3.489, 1.974, -0.937], [2.693, 2.480, 0.558], [3.403, 4.105, -1.019], [-0.473, 1.261, -0.334]],
  "atomic_forces_ev_per_a": [[2.64, 1.76, 0.80], [-1.99, -1.20, -1.76], [-7.22, -3.33, -2.48], [-1.38, 1.55, -2.44], [3.48, 0.37, -5.63], [1.19, 0.36, -1.58], [-0.15, 2.09, -2.13], [-4.47, 0.11, 1.75], [-0.93, -0.33, 0.78], [-1.72, 1.47, -0.84], [0.27, -0.27, 0.09], [-1.11, 0.35, 0.93], [1.80, 2.50, -4.50], [-1.18, 0.20, 2.40], [0.61, -0.37, -0.84], [-3.13, -0.77, -3.94], [0.14, -1.42, -0.46], [0.36, -0.10, -0.25], [-3.41, 0.30, -0.17], [-4.51, 1.07, 1.54], [-2.33, -0.38, -2.65], [2.37, -1.55, 0.55], [0.33, -0.52, 0.18], [-0.15, 2.11, 0.58], [-2.00, -0.47, -5.31], [-0.11, 0.11, -2.83], [0.90, 0.42, 0.13], [0.01, 0.13, 0.25], [0.26, -0.21, 0.21], [-1.13, 1.63, 0.32], [-3.04, -2.62, 2.50], [-3.38, -0.54, -4.35], [0.35, -8.52, -0.30], [0.15, -0.97, -1.36], [-2.78, -3.19, 1.23], [-1.72, -1.84, 1.49], [-0.67, 0.01, 0.26], [-1.22, -0.01, -0.92], [-0.06, -0.26, 1.03], [0.84, 0.38, -0.04], [0.39, -0.48, -0.70], [-0.36, 0.70, 0.38], [2.11, 0.51, -2.32], [1.34, -1.02, 1.70], [0.92, -1.91, 1.96], [1.55, -1.57, 3.77], [-0.11, 0.14, -0.15], [0.25, -0.05, 0.04], [0.52, -0.39, 0.41], [0.47, -0.25, 0.85], [-0.48, -0.06, -0.67], [0.11, 0.59, 0.16], [-0.20, -0.03, -0.31], [0.48, -0.12, 0.25], [0.77, 0.15, 0.28], [0.81, -0.22, -0.64], [2.54, -0.49, 3.30], [2.58, -0.84, 2.59], [0.44, 0.18, 1.02], [0.91, -0.60, 0.37], [2.28, -2.68, 3.35], [-0.79, 0.61, -0.73], [-3.61, 1.01, 5.81], [-1.35, 2.14, 0.29], [0.23, -1.66, 0.12], [-0.33, 2.66, 4.36], [0.31, 4.24, 3.38], [0.83, -1.14, -0.40], [-0.87, 0.89, 0.05], [1.01, -0.04, -0.44], [-0.13, 0.05, -0.17], [-0.07, -0.03, 0.46], [-1.97, 0.53, 0.62], [-0.10, 0.13, 0.19], [0.69, -0.62, -0.09], [-0.46, 0.01, 0.59], [-0.03, -0.15, 0.09], [-0.77, 0.99, -0.68], [-2.24, 0.52, 2.49], [-2.15, 3.61, 1.02], [-0.48, 0.92, 0.83], [-0.26, 0.04, 0.34], [-0.41, -0.19, 0.03], [0.32, -0.03, 0.00], [-0.42, -0.17, 0.12], [1.71, -0.54, 0.19], [5.68, -1.20, -5.79], [0.15, 0.17, 1.19], [-0.33, -0.17, -0.44], [0.87, -0.48, 0.05], [0.25, 1.58, 0.46], [-0.43, 0.37, -1.62], [8.58, 2.60, 1.68], [-0.32, 1.09, 0.24], [-0.49, 0.50, 0.21], [-0.85, 0.53, -0.80], [0.64, 0.32, -0.53], [-0.55, -0.32, 0.21], [0.08, -0.29, 0.15], [-0.51, 0.05, -0.49], [0.22, 0.37, 0.14], [0.24, -0.48, 0.48], [-0.05, 0.15, 0.27], [0.28, -0.33, -0.65], [0.01, 0.18, -0.35], [0.28, -0.27, 0.44], [-0.56, -0.55, -0.47], [-0.02, -0.42, -0.21], [-0.08, 0.37, -0.20], [-1.20, -1.28, 2.64], [1.97, -0.49, 1.45], [9.23, 1.22, -4.02], [2.04, -1.17, -4.53], [-0.65, 0.36, 0.50], [0.07, 1.17, 0.88], [0.10, -1.14, -0.43], [-0.53, -0.20, 0.00], [1.84, -6.53, 0.96], [0.09, 0.07, -0.31], [3.63, 2.90, 0.90], [-1.00, 0.35, -0.48], [-6.85, -3.32, -0.59], [4.63, 8.22, -2.97], [0.25, 0.95, 0.91], [0.62, 0.82, 1.36], [0.33, -0.44, -0.03], [0.01, -0.25, 0.28], [-2.15, -1.46, 0.60], [2.60, 3.01, 2.57]]
}


[2]
{
  "formula": "C26H73Cl2FINO16PS",
  "method": "ωB97M-V with the def2-TZVPD basis set",
  "charge": -1,
  "homo_ev": -5.90,
  "orbital_gap_ev": 7.620,
  "lumo_ev": 1.72,
  "species": ["C", "C", "O", "O", "C", "C", "C", "P", "Cl", "Cl", "C", "C", "C", "C", "N", "C", "C", "C", "O", "C", "C", "C", "I", "S", "O", "O", "F", "H", "H", "H", "H", "H", "H", "H", "H", "H", "H", "H", "H", "H", "H", "H", "H", "H", "H", "H", "H", "H", "H", "H", "H", "H", "H", "H", "H", "H", "C", "O", "H", "H", "H", "H", "C", "O", "H", "H", "H", "H", "C", "O", "H", "H", "H", "H", "C", "O", "H", "H", "H", "H", "C", "O", "H", "H", "H", "H", "C", "O", "H", "H", "H", "H", "C", "O", "H", "H", "H", "H", "C", "O", "H", "H", "H", "H", "C", "O", "H", "H", "H", "H", "C", "O", "H", "H", "H", "H", "C", "O", "H", "H", "H", "H"],
  "coordinates": [[0.321, 4.667, 2.089], [-0.163, 5.251, 0.698], [-0.026, 6.464, 0.472], [-0.711, 4.465, -0.358], [0.476, 3.910, -1.037], [0.154, 2.470, -1.704], [1.105, 1.298, -1.187], [0.388, 0.093, 0.099], [-0.555, -1.310, 1.475], [-0.876, 1.599, 1.010], [-0.962, -0.453, -1.158], [-2.451, -0.005, -0.840], [-3.391, -0.874, -1.852], [-4.936, -0.756, -1.395], [-5.257, 0.531, -0.711], [-5.550, 0.371, 0.745], [-6.266, 1.294, -1.403], [-7.283, 2.225, -0.569], [-6.405, 1.337, -2.651], [1.737, 0.609, 1.332], [1.949, -0.234, 2.653], [1.084, 0.273, 3.924], [4.038, 0.253, 3.296], [1.596, -1.625, -0.645], [1.431, -1.917, -2.108], [1.145, -2.895, 0.086], [3.239, -1.491, -0.348], [-0.266, 3.765, 2.441], [1.429, 4.429, 2.056], [0.162, 5.483, 2.871], [1.395, 3.890, -0.374], [0.705, 4.666, -1.871], [0.429, 2.631, -2.811], [-0.954, 2.255, -1.709], [2.083, 1.828, -0.860], [1.420, 0.713, -2.127], [-0.615, -0.176, -2.208], [-0.980, -1.600, -1.103], [-2.704, 1.071, -1.079], [-2.830, -0.273, 0.191], [-3.237, -0.459, -2.901], [-3.000, -1.940, -1.804], [-5.597, -0.992, -2.286], [-5.074, -1.599, -0.628], [-5.348, 1.367, 1.268], [-6.624, 0.055, 0.941], [-4.861, -0.389, 1.226], [-6.643, 3.032, -0.063], [-8.014, 2.725, -1.285], [-7.885, 1.639, 0.193], [1.467, 1.672, 1.667], [2.782, 0.733, 0.871], [1.996, -1.356, 2.556], [1.585, 0.051, 4.913], [0.972, 1.408, 3.801], [0.027, -0.141, 3.919], [-0.610, -5.906, -1.271], [0.776, -5.640, -1.385], [-0.760, -6.986, -1.247], [-0.996, -5.467, -0.346], [-1.140, -5.487, -2.131], [0.879, -4.676, -1.401], [5.198, 2.823, -0.657], [4.192, 1.923, -1.102], [4.817, 3.384, 0.196], [6.087, 2.262, -0.353], [5.452, 3.518, -1.461], [4.555, 1.441, -1.858], [-7.475, -4.130, 0.110], [-6.569, -3.496, 1.004], [-8.434, -3.614, 0.157], [-7.084, -4.076, -0.910], [-7.611, -5.173, 0.403], [-5.729, -3.971, 0.943], [2.686, 2.787, 7.157], [2.647, 2.729, 5.740], [2.151, 3.679, 7.486], [2.203, 1.901, 7.578], [3.724, 2.844, 7.497], [3.127, 1.932, 5.473], [3.238, -0.506, -4.495], [4.143, 0.119, -3.598], [2.279, 0.007, -4.440], [3.624, -0.443, -5.517], [3.105, -1.552, -4.210], [4.981, -0.354, -3.662], [7.094, 5.911, 1.017], [5.964, 5.922, 0.154], [7.094, 4.981, 1.585], [8.010, 5.972, 0.425], [7.038, 6.757, 1.708], [5.987, 6.751, -0.336], [-9.464, -7.395, 1.781], [-8.828, -7.345, 0.511], [-10.084, -6.507, 1.896], [-10.094, -8.286, 1.844], [-8.710, -7.415, 2.572], [-8.286, -8.139, 0.433], [-4.909, -6.563, 2.693], [-4.065, -5.502, 2.270], [-5.928, -6.186, 2.779], [-4.884, -7.372, 1.957], [-4.577, -6.935, 3.666], [-3.172, -5.860, 2.201], [10.624, 4.834, -1.591], [10.236, 5.078, -0.247], [10.065, 5.503, -2.246], [11.694, 5.025, -1.706], [10.399, 3.798, -1.856], [10.743, 4.475, 0.309], [11.186, 0.656, -0.669], [12.037, 1.721, -1.076], [10.168, 1.034, -0.582], [11.212, -0.144, -1.414], [11.513, 0.272, 0.301], [12.929, 1.362, -1.146], [-6.988, -2.928, -4.416], [-5.596, -2.669, -4.523], [-7.142, -4.007, -4.387], [-7.378, -2.483, -3.497], [-7.509, -2.512, -5.282], [-5.487, -1.710, -4.547]],
  "atomic_forces_ev_per_a": [[-0.66, 0.06, 0.19], [0.12, 2.71, -0.85], [-0.45, -3.09, 0.88], [2.18, 0.15, 2.05], [-0.33, -0.41, -1.51], [0.81, 0.87, -0.87], [1.28, 1.24, -1.23], [-0.92, 3.30, -0.31], [-0.52, -0.53, 1.19], [-0.49, 0.65, 0.17], [-0.80, -1.26, -0.08], [-1.06, -1.03, -1.64], [0.29, 1.07, 0.63], [1.55, -1.80, -0.17], [-2.82, -0.03, -0.79], [0.27, 0.52, 0.92], [-0.74, 0.79, -1.49], [0.79, 0.00, -0.08], [0.89, -0.73, 3.03], [1.77, 0.27, 1.65], [-0.52, 0.52, 1.08], [-0.26, 0.46, -0.83], [-0.16, -0.17, -0.08], [-0.60, -7.30, -1.89], [1.10, 1.68, 2.35], [2.27, 3.41, -1.54], [-1.50, 0.14, -0.26], [0.83, 0.95, -0.76], [-1.34, 0.20, -0.08], [0.33, -0.94, -1.28], [-1.18, -0.24, -0.52], [-0.21, -1.09, 1.14], [-0.42, -0.32, 1.48], [1.27, 0.27, 0.36], [-1.70, -1.13, -0.39], [-0.45, 0.58, 1.44], [-0.66, -0.22, 1.36], [0.10, 1.65, -0.20], [0.64, -1.15, 0.59], [1.03, 0.49, -1.04], [-0.27, -0.64, 1.18], [-0.90, 1.15, -0.23], [0.58, 0.66, 1.21], [-0.07, 1.25, -1.03], [-0.36, -1.35, -0.67], [1.31, 0.24, -0.21], [-0.78, 0.91, -0.84], [-1.10, -1.13, -0.46], [1.25, -0.80, 0.79], [0.92, 0.76, -0.78], [0.34, -1.59, -0.58], [-1.79, -0.55, 0.01], [-0.19, 1.35, -0.11], [-0.60, 0.14, -1.24], [0.30, -1.58, 0.39], [1.38, 0.29, -0.15], [0.34, 0.34, -0.01], [-0.05, -0.08, -0.17], [0.07, 0.04, -0.02], [-0.22, -0.03, -0.03], [-0.25, -0.08, 0.07], [0.16, -0.08, 0.26], [-0.08, -0.23, -0.23], [0.33, 0.04, 0.02], [0.00, -0.04, -0.10], [0.13, 0.18, 0.10], [0.14, 0.16, 0.18], [-0.47, -0.09, 0.03], [0.37, -0.13, 0.09], [0.11, 0.08, 0.06], [0.10, 0.03, 0.05], [-0.20, -0.08, -0.11], [-0.19, -0.02, -0.22], [-0.06, 0.14, 0.19], [0.10, -0.21, -0.35], [0.03, 0.06, 0.13], [0.02, -0.05, -0.09], [0.02, 0.07, 0.24], [-0.05, 0.02, 0.25], [-0.11, 0.16, -0.23], [0.09, -0.26, -0.07], [0.42, 0.27, 0.15], [0.11, -0.03, 0.10], [-0.13, -0.02, -0.09], [-0.23, 0.05, -0.09], [-0.17, 0.03, 0.09], [0.04, 0.29, -0.25], [-0.16, 0.00, -0.07], [-0.10, 0.05, -0.10], [0.12, -0.07, 0.24], [0.15, -0.08, 0.15], [-0.08, -0.17, 0.05], [0.19, -0.20, -0.09], [0.02, -0.06, -0.09], [0.09, -0.04, -0.10], [-0.08, 0.06, 0.20], [-0.16, 0.02, 0.17], [-0.06, 0.17, -0.08], [0.30, 0.01, -0.05], [-0.09, 0.03, -0.08], [0.11, 0.08, -0.03], [-0.16, -0.13, 0.10], [-0.18, -0.14, 0.02], [-0.08, 0.24, -0.06], [0.07, -0.20, 0.16], [0.00, 0.08, 0.16], [-0.01, 0.01, 0.16], [-0.01, -0.07, -0.23], [0.13, 0.06, -0.22], [-0.12, 0.08, -0.08], [0.24, -0.08, -0.02], [0.10, 0.15, -0.01], [0.12, 0.05, -0.03], [-0.17, -0.10, 0.11], [-0.19, -0.13, 0.01], [-0.13, 0.14, -0.02], [0.19, 0.29, 0.00], [0.05, 0.00, -0.04], [0.11, 0.07, -0.01], [-0.22, -0.08, -0.03], [-0.22, -0.08, 0.07], [0.10, -0.16, 0.03]]
}